1.
A molecular structure, C33H46AsBiN6O6S2. Source: the Open Molecules 2025 dataset; level of theory: ωB97M-V/def2-TZVPD.

```
! RIJCOSX wB97M-V def2-TZVPD def2/J DEFGRID3
* xyz 0 1
Bi 0.07 0.14 0.16
C 2.48 -0.94 0.34
C 1.62 -1.38 1.42
C 1.53 -0.25 2.34
C 2.28 0.79 1.75
C 2.90 0.37 0.56
C 3.96 1.12 -0.21
C 4.16 0.51 -1.60
C 5.27 1.00 0.58
C 3.60 2.60 -0.35
C 1.07 -0.05 3.80
C 0.04 -1.03 4.36
C 2.34 -0.16 4.67
C 0.49 1.36 3.98
C 1.34 -2.88 1.60
C 2.21 -3.40 2.75
C -0.14 -3.22 1.82
C 1.76 -3.66 0.34
H 2.73 -1.54 -0.51
H 2.41 1.77 2.19
H 4.53 -0.51 -1.54
H 4.91 1.09 -2.15
H 3.24 0.50 -2.18
H 5.55 -0.04 0.72
H 5.17 1.46 1.57
H 6.08 1.51 0.05
H 2.73 2.73 -1.00
H 4.43 3.14 -0.82
H 3.40 3.07 0.61
H 0.37 -2.06 4.35
H -0.91 -0.95 3.83
H -0.15 -0.76 5.40
H 2.80 -1.15 4.60
H 2.08 0.01 5.72
H 3.08 0.58 4.38
H -0.33 1.56 3.29
H 1.24 2.14 3.83
H 0.12 1.47 5.00
H 1.93 -2.98 3.72
H 3.26 -3.15 2.57
H 2.12 -4.49 2.82
H -0.63 -2.57 2.54
H -0.24 -4.25 2.17
H -0.67 -3.15 0.87
H 2.84 -3.63 0.19
H 1.28 -3.28 -0.56
H 1.47 -4.70 0.46
C -3.14 -3.89 -1.30
C -3.27 -2.98 -0.14
N -4.08 -3.13 0.86
N -3.82 -2.05 1.67
C -2.87 -1.25 1.18
S -2.22 0.18 1.79
N -2.52 -1.84 0.02
N -1.50 -1.38 -0.82
H -3.93 -4.64 -1.24
H -2.17 -4.39 -1.29
H -3.23 -3.34 -2.23
H -4.32 -1.92 2.53
H -1.97 -0.82 -1.53
H -0.78 -2.53 -1.92
O 0.91 1.52 -4.92
As 1.01 2.38 -3.36
O -0.01 3.66 -3.62
O -0.28 1.14 -2.39
C -1.19 0.58 -3.20
C -2.38 1.27 -3.47
C -3.32 0.73 -4.34
C -3.10 -0.49 -4.96
C -1.94 -1.18 -4.70
C -0.99 -0.66 -3.82
S 0.38 -1.71 -3.45
O -0.35 -2.92 -2.75
O 0.95 -2.23 -4.64
O 1.22 -1.10 -2.45
H 0.22 1.94 -5.44
H -2.53 2.23 -3.00
H -4.24 1.28 -4.53
H -3.83 -0.89 -5.65
H -1.74 -2.14 -5.17
N -1.04 4.09 -1.20
C -0.28 3.43 -0.30
N -0.92 3.00 0.76
C -2.24 3.41 0.54
C -3.38 3.29 1.33
C -4.57 3.78 0.84
C -4.64 4.40 -0.42
C -3.52 4.56 -1.21
C -2.32 4.07 -0.70
H -0.72 4.19 -2.18
H 0.78 3.29 -0.47
H -3.32 2.83 2.31
H -5.47 3.70 1.43
H -5.60 4.77 -0.77
H -3.57 5.06 -2.17
*
```

Output
- energy relative to the best compared isomer or geometry (same formula, charge and spin) (eV) = 0.6982
- energy (eV) = -144543.2470
- largest force on an atom (eV Å⁻¹) = 0.249

Results of the Löwdin charge analysis, in e, for atoms 1 through 4: 1.931 -0.144 -0.283 -0.249

---

2.
2 unconnected molecules or ions with the total composition CH4ClO3PS. Source: the Open Molecules 2025 dataset; level of theory: ωB97M-V/def2-TZVPD.

```
! RIJCOSX wB97M-V def2-TZVPD def2/J DEFGRID3
* xyz 0 1
C -0.26 -0.55 -2.08
O 1.51 0.36 1.09
O 1.24 -0.69 3.43
O 0.49 0.29 -1.71
P 0.69 -0.54 2.11
S -0.48 -1.88 1.37
Cl -0.73 1.26 2.71
H -0.07 -1.05 -2.98
H -1.00 -0.95 -1.33
H 1.33 0.14 0.15
H -0.10 0.94 3.80
*
```

Output
- energy relative to the best compared isomer or geometry (same formula, charge and spin) (eV) = 2.1811
- energy (eV) = -39891.0914
- largest force on an atom (eV Å⁻¹) = 3.700

Results of the Löwdin charge analysis, in e, for atoms 1 through 4: -0.130 -0.226 -0.378 -0.011

---

3.
A molecular structure, C14H48HfN24O18. Source: the Open Molecules 2025 dataset; level of theory: ωB97M-V/def2-TZVPD.

```
! RIJCOSX wB97M-V def2-TZVPD def2/J DEFGRID3
* xyz 0 1
Hf -0.73 -1.57 0.83
C 0.14 0.48 -0.73
O 0.37 0.47 0.49
O -1.06 0.20 -0.78
O 0.55 -0.71 -0.95
C -1.59 -3.91 2.64
O -0.79 -3.77 1.70
O -1.53 -4.68 3.54
O -1.94 -2.67 2.56
C -3.02 0.79 2.08
O -2.04 0.04 2.20
N -3.87 1.03 3.02
N -3.33 1.48 1.02
H -3.72 0.72 3.97
H -4.80 1.33 2.76
H -2.67 1.65 0.28
H -4.06 2.17 1.08
C 3.58 -2.30 -3.40
O 2.83 -2.00 -4.32
N 3.42 -1.97 -2.17
N 4.79 -2.80 -3.52
H 2.51 -1.66 -1.88
H 4.19 -2.09 -1.52
H 5.19 -3.06 -4.41
H 5.37 -2.72 -2.70
C -0.96 -1.30 -4.28
O -1.29 -1.61 -5.41
N 0.24 -1.52 -3.71
N -1.76 -0.79 -3.45
H 1.04 -1.64 -4.31
H 0.47 -1.13 -2.81
H -2.76 -0.81 -3.63
H -1.57 -0.64 -2.47
C 0.78 -1.03 4.50
O 0.35 -0.86 3.38
N 1.98 -0.54 4.86
N 0.23 -1.54 5.54
H 2.32 -0.66 5.80
H 2.62 -0.20 4.16
H -0.63 -2.04 5.36
H 0.78 -1.76 6.36
C 2.85 1.70 -2.74
O 2.98 2.94 -2.89
N 3.71 0.91 -2.21
N 1.88 1.00 -3.31
H 4.62 1.33 -2.25
H 3.59 -0.09 -2.29
H 1.93 -0.01 -3.22
H 1.26 1.48 -3.94
C 2.70 -2.45 1.46
O 1.57 -2.43 0.99
N 3.46 -3.43 1.32
N 3.35 -1.70 2.16
H 3.24 -4.37 1.01
H 4.45 -3.29 1.43
H 4.36 -1.75 2.13
H 2.81 -0.96 2.57
C 0.95 5.91 -1.55
O 1.23 6.55 -0.54
N 0.38 4.77 -1.57
N 1.22 6.33 -2.78
H 0.00 4.56 -2.48
H -0.14 4.47 -0.75
H 1.24 5.53 -3.39
H 1.80 7.10 -3.10
C -1.04 2.97 5.05
O -0.98 3.57 6.11
N -0.89 1.71 4.91
N -1.17 3.59 3.95
H -0.74 1.15 5.74
H -1.14 1.23 4.06
H -1.23 3.28 2.99
H -0.90 4.53 4.19
C 3.23 2.60 2.31
O 3.70 3.05 3.34
N 1.99 2.56 2.08
N 3.89 1.99 1.41
H 1.47 2.95 2.85
H 1.62 1.79 1.54
H 4.88 2.10 1.56
H 3.43 1.76 0.54
C -0.70 -4.34 -1.64
O -0.70 -3.26 -1.01
N -1.44 -5.35 -1.38
N -0.14 -4.62 -2.81
H -2.08 -5.32 -0.60
H -1.21 -6.23 -1.81
H 0.21 -3.86 -3.38
H -0.23 -5.47 -3.33
C -4.01 -1.94 -0.61
O -2.87 -1.80 -0.19
N -4.89 -1.04 -0.82
N -4.52 -3.08 -0.89
H -4.40 -0.17 -0.95
H -5.85 -1.14 -1.13
H -4.22 -3.94 -0.45
H -5.41 -3.03 -1.37
C -3.75 2.44 -2.19
O -4.18 1.29 -2.39
N -4.52 3.49 -2.10
N -2.52 2.71 -1.84
H -5.52 3.34 -2.17
H -4.09 4.38 -1.90
H -1.83 1.97 -1.81
H -2.33 3.68 -1.61
*
```

Output
- energy relative to the best compared isomer or geometry (same formula, charge and spin) (eV) = 0.0000
- energy (eV) = -89220.9638
- largest force on an atom (eV Å⁻¹) = 14.774

Results of the Löwdin charge analysis, in e, for atoms 1 through 4: 2.131 -0.714 -0.138 -0.158

---

4.
C2HNO4 in the gas phase. Source: the Open Molecules 2025 dataset; level of theory: ωB97M-V/def2-TZVPD.

```
! RIJCOSX wB97M-V def2-TZVPD def2/J DEFGRID3
* xyz 0 1
O 2.04 -0.92 -0.32
C 0.95 -0.47 0.23
N 0.54 0.97 0.24
O -0.79 1.02 -0.18
C -1.35 -0.30 0.00
O -2.38 -0.82 -0.14
O -0.24 -1.07 0.30
H 1.24 1.60 -0.14
*
```

Output
- SMILES string = O=c1[nH]oc(=O)o1
- energy relative to the best compared isomer or geometry (same formula, charge and spin) (eV) = 1.8374
- energy (eV) = -11767.4410
- largest force on an atom (eV Å⁻¹) = 7.218

Results of the Löwdin charge analysis, in e, for atoms 1 through 4: 0.057 -0.326 0.077 0.047